(1)
Density functional theory data (ωB97M-V with the def2-TZVPD basis set) for a 7-piece molecular cluster, C5H27N2O7 overall in a non-equilibrium geometry.

The geometry in XYZ format:
```
41
Properties=species:S:1:pos:R:3:forces:R:3:nbo_charge:R:1
N 0.302 3.059 -0.900 -0.4051 0.7411 0.0074 -0.70
C 0.289 2.959 0.595 0.3209 0.1548 -0.3145 -0.23
C -0.386 1.648 1.043 1.3097 0.7196 0.8734 -0.24
N -0.123 0.537 0.167 0.0248 -0.3305 0.1394 -0.67
C 0.527 -1.850 0.425 -0.4297 -0.3401 0.0961 -0.63
C 0.995 -0.403 0.474 -0.6544 1.0338 -1.0900 -0.08
C 2.069 -0.110 -0.567 0.9024 -0.3138 0.6803 -0.07
O 2.548 1.244 -0.467 -0.2571 0.0150 0.0293 -0.78
H -0.572 2.696 -1.329 0.0692 -0.4266 -0.2717 0.47
H 1.085 2.511 -1.237 0.2452 -0.5769 -0.1072 0.46
H 0.436 4.006 -1.255 0.0029 -0.0083 0.3039 0.42
H -0.122 3.865 1.037 -0.4967 -0.1270 -0.1546 0.22
H 1.333 2.975 0.878 0.2034 -0.2384 0.0474 0.22
H 0.093 1.527 2.024 -0.3715 -0.4009 0.1755 0.20
H -1.436 1.808 1.231 -0.4232 -0.1277 -0.2638 0.22
H -0.954 -0.010 0.075 -0.6062 -0.1121 0.0006 0.40
H -0.505 -1.971 0.103 -0.1791 0.3752 -0.2637 0.20
H 0.513 -2.235 1.440 0.3214 -0.3853 -0.0011 0.23
H 1.094 -2.492 -0.249 0.3450 0.0243 0.2418 0.23
H 1.366 -0.221 1.480 0.2732 0.3181 0.0817 0.19
H 2.905 -0.792 -0.382 0.0179 -0.0105 -0.3179 0.20
H 1.706 -0.217 -1.587 -0.2443 -0.2991 0.0749 0.19
H 3.423 1.229 -0.071 0.0342 0.0648 -0.0162 0.49
H -4.774 0.394 -2.540 -0.0782 -0.7503 -0.3752 0.49
H -3.537 -0.718 -2.352 -0.9456 -0.1028 -0.4816 0.52
O -3.915 0.166 -2.192 0.9756 0.8424 0.9332 -1.03
H -2.166 -2.759 -2.453 -0.2703 -0.9034 -0.4205 0.50
H -3.595 -2.843 -3.312 0.5757 -0.8707 0.0759 0.51
O -2.950 -2.347 -2.811 -0.2599 1.7020 0.3393 -0.99
H 1.895 -2.101 5.580 0.0054 0.4954 0.1201 0.47
H 0.774 -2.612 4.783 -0.3613 0.2505 -0.1179 0.46
O 1.114 -1.771 5.114 0.3553 -0.7474 -0.0318 -0.93
H -2.324 2.354 -2.861 -0.0691 -0.0723 -0.1946 0.49
H -2.108 1.091 -2.071 -0.1966 -0.0382 -0.1889 0.51
O -1.617 1.802 -2.513 0.1726 0.3743 0.4106 -0.97
H -2.810 -1.942 0.854 0.1283 0.0808 0.0783 0.47
H -3.947 -0.996 0.607 -0.0172 0.3053 -0.1648 0.49
O -2.985 -1.017 0.643 0.0233 -0.3625 0.0623 -0.95
H 5.246 -2.849 1.136 -0.1032 -0.2033 -0.1099 0.47
H 5.837 -1.487 0.957 0.0297 0.0547 -0.2045 0.47
O 5.276 -2.126 0.502 0.0325 0.1959 0.3190 -0.94
```
Positions in Å, forces in eV/Å.

Computed properties:
net charge	+1
LUMO level	-0.080	Eh
orbital gap	9.8	eV
energy above the lowest of the compared OMol25 structures with the same formula, charge and spin	47.9	kcal per mole
M	227.28	u
maximum force	0.0341	hartree/bohr
highest occupied orbital energy	-12.0	eV

=====

(2)
Density functional theory data (ωB97M-V with the def2-TZVPD basis set) for a 8-piece molecular cluster, C5H27N2O8 overall in a non-equilibrium geometry.

The geometry in XYZ format:
```
42
Properties=species:S:1:pos:R:3:forces:R:3:nbo_charge:R:1
C 0.602 -0.479 -1.995 0.0929 0.8682 -1.1094 -0.23
N 1.130 0.788 -1.547 2.2307 -1.0738 -0.1296 -0.71
C 0.607 1.965 -2.154 0.0793 0.2914 0.9134 0.11
O -0.602 2.292 -1.607 -1.6604 0.4969 -1.5330 -0.80
C 0.294 -1.438 -0.875 -2.1045 0.4718 0.6485 -0.05
C -0.381 -2.707 -1.431 -0.1512 0.8659 0.2685 -0.63
N -0.636 -0.665 -0.011 1.5422 -0.5910 -0.7131 -0.66
C -0.917 -1.256 1.250 0.0004 -0.5404 -0.1976 -0.34
H 1.185 -0.864 -2.831 0.6886 -0.5880 0.2893 0.18
H -0.305 -0.220 -2.545 -0.8586 -0.4484 0.3539 0.19
H 1.040 0.831 -0.548 -0.3763 0.1545 0.3475 0.40
H 1.330 2.760 -2.014 0.4406 0.4871 0.1857 0.13
H 0.497 1.869 -3.217 -0.0635 -0.4556 -0.7530 0.15
H 1.090 -1.717 -0.179 0.5619 0.1240 -0.4709 0.18
H -0.918 -2.418 -2.350 0.4196 -0.5969 0.0991 0.21
H 0.340 -3.504 -1.493 0.1872 -0.4297 -0.7299 0.20
H -1.139 -3.035 -0.729 -0.1734 -0.1104 0.1869 0.21
H -1.376 -0.218 -0.534 -0.0543 -0.3333 0.4367 0.40
H -1.413 -2.229 1.232 0.1998 -0.5824 -0.1237 0.15
H -0.026 -1.274 1.878 0.0631 -0.1313 -0.0729 0.17
H -1.633 -0.669 1.769 0.3999 -0.9189 1.1706 0.16
H -0.569 2.308 -0.613 0.2599 0.1422 0.6967 0.50
H -0.696 3.246 1.120 0.1580 -0.1111 -0.2013 0.44
O -0.518 2.331 0.859 -0.1867 0.6186 0.7899 -1.23
H 3.375 -1.355 0.172 0.5514 0.9497 -0.5179 0.47
H 3.337 -0.095 -0.801 0.9855 -1.2893 1.1809 0.49
O 3.960 -0.687 -0.257 -1.6264 0.3634 -0.7565 -0.97
H 0.504 1.201 3.096 -0.1254 0.0812 -0.1432 0.47
H -0.847 1.758 2.647 0.8565 -0.7569 0.3004 0.51
O -0.430 1.161 3.332 -0.5250 0.5011 -0.0793 -1.00
H 2.444 1.907 0.144 -0.3366 0.0827 2.0930 0.46
H 1.183 2.103 1.064 0.6641 0.0258 0.0674 0.51
O 2.185 1.944 1.120 -0.4334 0.0494 -1.9296 -1.02
H -4.616 -0.357 -1.736 2.1652 0.3447 0.4856 0.47
H -3.221 0.179 -1.115 -0.0802 1.1712 1.5198 0.50
O -3.616 -0.405 -1.733 -2.2081 -1.5596 -1.9153 -0.98
H 1.204 -2.319 3.142 1.5277 0.4516 0.2665 0.47
H 2.279 -1.210 3.243 -0.0012 1.1501 -0.1482 0.48
O 2.171 -2.145 3.304 -1.4768 -1.5822 -0.1538 -0.95
H -2.109 1.540 0.646 -0.1857 -0.0518 0.0697 0.51
H -2.075 0.307 1.462 -2.0622 1.9738 -1.5292 0.45
O -2.713 0.774 0.834 0.6154 0.4857 0.8376 -1.01
```
Positions in Å, forces in eV/Å.

Computed properties:
net charge	-1
LUMO level	0.114	Eh
orbital gap	8.5	eV
energy above the lowest of the compared OMol25 structures with the same formula, charge and spin	65.4	kcal per mole
M	243.28	u
maximum force	0.0644	hartree/bohr
highest occupied orbital energy	-5.4	eV

=====

(3)
Density functional theory data (ωB97M-V with the def2-TZVPD basis set) for a 9-piece molecular cluster, C5H27NO10 overall in a non-equilibrium geometry.

The geometry in XYZ format:
```
43
Properties=species:S:1:pos:R:3:forces:R:3:nbo_charge:R:1
C -1.163 0.189 -2.968 0.7341 2.5954 0.6692 -0.44
N -2.051 -0.108 -1.858 1.0216 0.1428 0.5368 -0.59
C -1.645 -0.161 -0.559 -1.4753 -0.3710 -0.6855 0.71
O -2.470 -0.581 0.278 0.2908 0.1951 0.0292 -0.73
C -0.273 0.314 -0.163 -0.7134 1.4769 -0.0894 -0.56
C -0.030 0.238 1.347 0.2107 0.5655 0.0325 0.11
C 1.239 0.982 1.745 1.0101 0.8635 -0.7077 -0.64
O -1.090 0.901 2.038 -0.1918 0.4496 0.3843 -0.76
H -0.656 1.223 -2.772 -0.8517 -1.9056 -0.6162 0.23
H -1.713 0.245 -3.904 -0.0822 -0.0611 0.1140 0.22
H -0.378 -0.537 -3.042 0.4612 -0.4516 -0.1853 0.21
H -2.981 -0.417 -2.071 -0.1690 -0.1760 0.3345 0.41
H -0.189 1.392 -0.506 -0.0521 -1.1692 0.4167 0.26
H 0.456 -0.223 -0.727 0.7152 -0.4414 -0.3831 0.26
H -0.004 -0.795 1.695 0.1665 -0.0568 -0.1012 0.18
H 1.218 2.066 1.410 -0.1416 -1.2711 0.0286 0.21
H 1.396 1.053 2.819 -0.3114 -0.3954 0.1587 0.23
H 2.158 0.517 1.317 -0.7788 0.3127 0.1604 0.24
H -1.928 0.489 1.794 -0.0685 -0.3652 -0.1548 0.51
O 0.278 -3.942 -0.010 -0.8699 0.3388 -0.7634 -0.99
H 0.647 -4.371 0.758 0.4835 -0.3353 0.6239 0.49
H -0.501 -3.497 0.412 0.4070 -0.2884 -0.4039 0.50
O -1.558 -2.749 1.527 0.1162 -1.8760 1.1026 -0.99
H -2.317 -3.287 1.809 0.3516 0.3582 -0.1876 0.49
H -1.896 -1.937 1.183 -0.8922 1.4808 -0.6585 0.51
O 3.118 -0.048 -1.287 -0.9144 1.1187 -0.3453 -1.00
H 2.661 -0.669 -0.698 0.0441 0.1883 -0.2122 0.48
H 2.444 0.660 -1.493 0.9660 -0.8913 0.2588 0.49
O 1.333 2.156 -2.182 -0.6941 -0.0427 0.4293 -1.00
H 0.696 2.834 -1.839 0.1121 -0.3441 -0.0559 0.51
H 2.014 2.685 -2.564 0.9016 0.4232 -0.5134 0.48
O -0.510 3.858 -1.262 -2.4862 0.0242 0.5609 -1.01
H -1.389 3.933 -1.759 1.9176 -0.1325 1.0201 0.48
H -0.802 3.730 -0.273 0.4512 0.2104 -1.5636 0.52
O 2.084 -2.022 0.242 -0.0777 0.4367 0.2664 -0.97
H 1.430 -2.674 -0.061 -1.0143 -0.4235 -0.2617 0.51
H 2.877 -2.514 0.091 1.3059 -0.2774 -0.1259 0.49
O -1.335 3.437 1.236 -0.2488 -0.3109 -0.1865 -0.99
H -0.947 3.970 1.929 0.1005 0.0956 0.2503 0.49
H -1.318 2.492 1.549 0.2290 0.3982 0.0406 0.51
O 1.171 -3.257 2.452 0.9494 1.2282 -0.7620 -1.02
H 0.249 -2.949 2.589 0.9471 0.0538 -0.4271 0.49
H 1.675 -2.630 1.776 -1.8598 -1.3701 1.9722 0.50
```
Positions in Å, forces in eV/Å.

Computed properties:
LUMO level	0.013	Eh
orbital gap	10.6	eV
energy above the lowest of the compared OMol25 structures with the same formula, charge and spin	36.9	kcal per mole
M	261.27	u
maximum force	0.0591	hartree/bohr
highest occupied orbital energy	-10.3	eV
SMILES string	CNC(=O)C[C@@H](C)O.O.O.O.O.O.O.O.O

=====

(4)
Density functional theory data (ωB97M-V with the def2-TZVPD basis set) for a 10-piece molecular cluster, C5H27NO11 overall in a non-equilibrium geometry.

The geometry in XYZ format:
```
44
Properties=species:S:1:pos:R:3:forces:R:3:nbo_charge:R:1
C 1.034 -1.864 1.970 1.1499 -0.4824 0.3058 -0.70
C 0.482 -0.802 1.069 0.9423 -0.1970 1.0290 0.71
O -0.242 -1.224 0.211 -2.3920 -0.6597 -1.8106 -0.71
N 0.692 0.508 1.127 3.3240 0.3926 2.0833 -0.61
C 1.968 1.160 1.653 -1.4529 -1.1297 -3.5582 -0.15
C 3.065 1.281 0.564 1.5281 1.0583 -2.8015 -0.71
C 1.563 2.560 1.929 0.8468 2.2874 1.6370 0.47
O 1.000 3.398 1.266 0.0715 -0.9770 -0.6813 -0.54
H 1.715 -1.556 2.784 -0.5930 0.0450 -0.2009 0.22
H 1.713 -2.451 1.265 -1.3101 0.7230 2.0108 0.24
H 0.149 -2.451 2.362 1.2957 0.4854 -0.5280 0.25
H 0.219 1.069 0.462 -0.6281 0.4820 -0.8295 0.44
H 2.357 0.661 2.496 0.0290 -0.4762 1.1863 0.23
H 3.405 0.586 -0.250 -0.9661 -1.4425 1.6782 0.27
H 2.658 1.922 -0.287 0.5130 0.5102 1.6176 0.25
H 4.117 1.587 0.905 -1.8571 0.3148 0.0118 0.24
H 1.937 2.957 2.874 0.2559 -0.2206 0.7329 0.12
O -2.738 -0.017 -0.232 0.3203 -3.4727 2.8536 -0.94
H -2.603 -0.943 0.345 -0.2781 3.9490 -2.2893 0.45
H -2.172 0.602 0.273 -0.1618 -0.2501 -0.6531 0.48
O -0.296 -1.038 -2.552 -0.3804 -1.0181 -2.4833 -0.95
H 0.327 -0.352 -2.493 1.7744 1.3305 0.1677 0.46
H -0.570 -1.101 -1.672 -1.0682 -0.0011 2.3556 0.49
O -0.870 1.072 -4.378 2.2956 1.7038 2.5012 -0.96
H -1.360 0.361 -4.671 -1.7974 -2.2888 -1.3252 0.47
H -0.534 0.683 -3.517 -0.8896 0.7458 -1.4364 0.47
O -0.096 -3.454 -1.182 -2.0708 -0.8067 3.5721 -0.97
H -0.568 -2.739 -0.641 1.1092 -1.7495 -0.7798 0.48
H 0.216 -2.958 -1.878 1.1525 1.6611 -2.8132 0.47
O -1.269 2.288 0.691 0.3215 1.3677 0.3866 -1.01
H -1.589 2.183 1.616 -0.0744 0.2632 -0.7959 0.50
H -0.789 3.161 0.734 -0.5257 -1.3692 -0.2636 0.51
O 0.741 1.978 -2.107 -2.2380 1.6128 0.9549 -0.96
H -0.054 2.580 -1.896 1.6214 -1.4465 0.4131 0.48
H 0.673 2.143 -3.039 0.6725 -0.1998 -1.3856 0.48
O 2.740 -2.971 -0.363 0.0067 2.0643 2.5607 -0.94
H 1.868 -3.042 0.065 0.3233 -0.2990 -1.1091 0.46
H 2.666 -3.584 -1.030 -0.1017 -2.2515 -2.5993 0.47
O -3.412 2.458 2.068 1.1848 -2.9367 5.4114 -0.94
H -3.597 3.026 1.424 -1.2936 3.4055 -4.4197 0.47
H -3.663 1.581 1.818 -0.5243 -0.6197 -0.5612 0.48
O -3.894 -3.249 -0.124 -1.7805 0.5492 -2.0318 -0.92
H -3.548 -2.374 -0.227 0.1393 0.6416 -0.3180 0.46
H -3.442 -3.634 0.570 1.5061 -1.2986 2.2049 0.46
```
Positions in Å, forces in eV/Å.

Computed properties:
LUMO level	-0.003	Eh
orbital gap	10.3	eV
energy above the lowest of the compared OMol25 structures with the same formula, charge and spin	96.6	kcal per mole
M	277.27	u
maximum force	0.1219	hartree/bohr
highest occupied orbital energy	-10.4	eV
SMILES string	CC(=O)N[C@@H](C)C=O.O.O.O.O.O.O.O.O.O